1.
235
Properties=species:S:1:pos:R:3:forces:R:3:mulliken_charge:R:1 method="wB97M-V/def2-TZVPD" gap_ev=8.1745 e_above_lowest_kj_mol=0.00 charge=+7 e_homo_ev=-20.3979
C -17.067 9.465 23.189 -0.0580 0.3905 -0.7241 -0.69
O -18.037 9.332 22.146 -0.2330 0.4868 -0.0091 -0.33
C -17.805 10.246 21.118 0.3153 0.4349 -0.4796 -0.39
C -18.686 10.031 19.904 1.6297 -0.6947 -0.8163 0.57
N -18.269 8.793 19.120 -0.5375 -0.9831 0.0278 0.25
H -18.855 8.666 18.270 -0.2912 0.0928 0.0259 0.10
H -17.328 8.866 18.735 0.0503 0.3538 0.2290 0.50
C -18.302 7.484 19.897 -0.2546 0.4408 0.0903 -0.42
C -18.226 6.290 18.974 0.3074 -0.9429 -0.6403 -0.83
O -19.049 6.395 17.846 0.0065 0.6492 0.1367 -0.36
C -20.460 6.336 18.099 0.2765 -0.3284 -0.5303 -0.54
H -17.056 10.494 23.566 -0.3383 -0.1241 0.3202 0.03
H -16.071 9.335 22.750 0.0244 -0.5312 0.2713 0.44
H -17.337 8.724 23.932 0.3506 0.0579 0.1661 0.33
H -16.741 10.226 20.827 0.0080 -0.2981 -0.1854 0.50
H -17.943 11.310 21.373 -0.3218 -0.1470 0.6065 0.01
H -18.430 10.806 19.183 -0.6338 0.4463 0.2583 -0.54
H -19.748 10.004 20.122 -0.0375 -0.1420 -0.1387 0.08
H -19.242 7.517 20.445 0.0823 -0.0985 0.1411 0.37
H -17.459 7.544 20.578 -0.1545 -0.2963 0.2280 0.43
H -18.430 5.343 19.490 -0.2177 0.3295 0.5240 0.47
H -17.213 6.109 18.601 0.0446 0.4379 -0.0973 0.37
H -20.914 7.330 18.085 0.0593 0.0438 0.2769 0.07
H -20.665 5.786 19.019 -0.1147 0.0268 0.0039 0.40
H -20.868 5.800 17.244 -0.1869 -0.0766 0.1593 0.26
C -14.792 12.245 23.676 0.6639 -0.6706 -0.8287 -0.86
O -15.807 12.999 22.995 0.0097 0.2283 0.4885 -0.09
C -15.782 14.329 23.474 -0.3946 0.1095 -0.3724 -1.24
C -16.811 15.156 22.719 -0.0384 -0.7262 -0.8841 0.49
N -16.652 14.899 21.239 0.5924 0.0723 -0.5633 1.18
H -16.546 13.892 21.081 -0.2606 -0.1508 0.6963 0.35
H -17.541 15.100 20.749 0.3788 0.5177 -0.0081 -0.52
C -15.398 15.418 20.515 -2.1562 0.2627 -0.3389 -0.71
C -15.071 16.880 20.780 1.6984 -0.9692 1.1141 -0.90
O -16.184 17.728 20.799 0.1382 -0.3671 0.0055 -0.19
C -15.903 18.902 21.536 0.0811 1.1892 0.3661 -0.84
H -14.836 11.207 23.353 -0.3700 0.0572 -0.0310 0.13
H -14.861 12.256 24.763 -0.1710 0.3481 0.0017 0.41
H -13.811 12.576 23.324 0.0585 0.2681 0.3949 0.38
H -14.807 14.796 23.287 0.1798 -0.1727 0.2227 0.52
H -15.990 14.351 24.546 0.0331 0.1454 0.0471 0.58
H -16.664 16.216 22.911 -0.2309 0.0480 -0.0969 -0.05
H -17.854 14.851 22.818 0.0743 0.0497 0.8860 -0.01
H -15.689 15.335 19.466 0.2942 -0.3760 -0.0333 0.28
H -14.668 14.667 20.801 0.6952 0.5654 -0.2522 0.52
H -14.266 17.134 20.080 -0.4084 0.3640 -0.3931 0.62
H -14.506 16.896 21.725 -0.4273 0.3173 0.2808 0.48
H -15.071 19.502 21.154 0.0629 -0.3286 -0.3920 0.42
H -15.652 18.733 22.591 -0.0915 -0.5381 -0.0522 0.25
H -16.767 19.566 21.521 -0.1887 -0.2771 -0.1960 0.24
C -18.284 13.834 16.553 -0.3207 -0.9184 0.5661 0.27
O -17.962 13.762 15.167 0.1225 0.3927 0.3451 -0.44
C -18.421 12.566 14.488 0.5915 0.4937 0.5133 -0.77
C -17.767 11.281 14.970 0.7116 -0.4003 0.1061 -0.48
N -16.257 11.480 15.169 -0.2835 0.5340 -0.0399 0.13
H -16.200 12.283 15.798 0.1789 0.1666 -0.2248 0.36
H -15.886 10.708 15.723 0.0703 -0.2869 -0.4338 0.42
C -15.407 11.761 13.931 -0.5167 -0.0872 0.4993 -0.41
C -15.243 10.532 13.067 0.6774 0.5636 -0.2055 -0.83
O -16.492 10.181 12.553 0.3117 0.1049 -0.2208 -0.22
C -16.365 9.286 11.433 -0.4666 -0.7293 0.1277 -0.83
H -17.842 14.694 17.052 0.4106 0.0517 -0.4577 -0.03
H -17.968 12.902 17.039 0.1732 0.1371 0.2321 0.08
H -19.344 13.891 16.822 -0.1778 0.0008 -0.6665 -0.46
H -18.077 12.702 13.465 -0.4820 0.1413 -0.1386 0.65
H -19.500 12.500 14.583 -0.0141 -0.2868 -0.2617 0.24
H -17.898 10.545 14.180 -0.0170 -0.1601 0.1666 0.62
H -18.050 10.847 15.926 -0.6855 0.2500 -0.0834 -0.17
H -14.460 12.166 14.285 0.0830 -0.1613 -0.0216 0.40
H -15.958 12.549 13.421 0.1691 -0.0286 -0.2285 0.11
H -14.682 9.743 13.588 -0.5013 -0.2824 0.2576 0.46
H -14.525 10.813 12.285 -0.2210 0.1359 -0.2128 0.51
H -15.652 9.637 10.688 0.1261 0.1104 0.1676 0.34
H -17.337 9.177 10.956 -0.0588 0.2569 0.1305 0.27
H -16.101 8.299 11.818 0.2823 0.0229 -0.2103 0.34
C -22.827 16.936 19.424 -0.9410 -0.0698 -0.3247 0.05
O -23.494 18.103 18.919 0.1816 -0.1117 0.1895 -0.38
C -22.660 19.246 18.793 -0.7121 -0.4053 0.3503 0.47
C -23.595 20.440 18.692 0.3360 0.4651 -0.4176 -1.16
N -24.579 20.277 17.567 0.0728 0.2343 0.4460 -0.15
H -24.114 20.189 16.662 0.1997 -0.4223 0.1355 0.38
H -25.096 19.413 17.759 -0.4453 0.1916 -0.3296 0.46
C -25.445 21.499 17.405 0.4172 0.9576 0.3322 -0.74
C -26.625 21.303 16.491 -0.0214 -0.4580 -0.1105 -0.61
O -27.289 20.160 16.970 -0.0441 0.2606 0.1478 -0.32
C -28.457 19.838 16.206 0.2150 0.3087 -0.6522 -0.74
H -22.929 16.870 20.511 0.4762 0.3487 0.0832 0.20
H -21.802 16.860 19.066 0.1183 0.0709 0.1780 -0.08
H -23.384 16.074 19.055 0.0694 0.0599 -0.2279 -0.12
H -22.021 19.083 17.920 0.2056 0.4335 0.0066 -0.01
H -22.064 19.380 19.702 0.2324 0.0516 -0.1474 0.17
H -23.095 21.399 18.546 0.3368 -0.2117 -0.2419 0.46
H -24.141 20.590 19.622 -0.3317 -0.4002 -0.1232 0.39
H -24.763 22.284 17.069 -0.1072 -0.0960 -0.3716 0.43
H -25.733 21.858 18.393 -0.3422 -0.5145 0.0768 0.42
H -26.372 21.146 15.434 0.3659 0.1188 0.0262 0.42
H -27.203 22.233 16.527 -0.2480 -0.1312 0.1099 0.44
H -28.190 19.622 15.163 0.1873 -0.3665 0.1651 0.34
H -29.124 20.698 16.106 -0.1903 -0.1108 0.5899 0.32
H -28.900 18.978 16.689 -0.2754 0.0886 -0.0895 0.23
C -27.027 12.191 23.843 -0.2896 0.3095 0.6749 -0.42
O -25.938 11.618 24.557 0.4390 0.1867 0.0173 -0.33
C -26.244 11.425 25.929 -0.5619 -0.5771 -0.4806 -0.53
C -25.100 10.658 26.563 0.5067 0.2965 -0.0399 -0.77
N -23.789 11.198 26.009 -0.9675 -0.1474 -0.4769 0.15
H -23.920 11.316 24.997 -0.0864 -0.3207 -0.0285 0.32
H -23.718 12.166 26.320 0.4186 -0.0980 0.2099 0.29
C -22.551 10.392 26.306 0.4001 1.0558 0.4357 -0.91
C -21.690 10.164 25.093 -0.0936 -0.2970 -0.0817 -0.51
O -21.230 11.396 24.570 -0.4659 -0.3086 -0.0142 -0.15
C -20.235 11.207 23.568 1.0321 -0.0587 0.5005 -0.82
H -26.671 12.498 22.864 -0.0614 -0.1723 -0.0773 -0.24
H -27.381 13.064 24.409 -0.0150 0.1294 -0.2465 0.37
H -27.882 11.515 23.783 0.1745 -0.1656 -0.2146 0.38
H -27.165 10.836 25.974 0.0770 -0.0797 0.4126 0.44
H -26.451 12.366 26.455 0.1892 0.1440 -0.1355 0.41
H -25.088 9.593 26.349 -0.2480 -0.0139 -0.0324 0.46
H -25.085 10.840 27.635 -0.0046 -0.3085 0.0641 0.36
H -22.753 9.446 26.804 -0.5344 0.0667 -0.1108 0.41
H -22.044 11.039 27.024 0.4528 -0.3996 0.0265 0.30
H -22.211 9.605 24.304 -0.2219 -0.0025 0.1175 0.47
H -20.900 9.489 25.444 0.2995 0.2895 -0.1152 0.54
H -19.282 11.481 24.037 0.0545 0.1044 -0.2543 0.27
H -20.380 11.833 22.690 -0.3440 0.0760 0.1176 -0.09
H -20.099 10.166 23.267 -0.4078 -0.0239 -0.0296 0.51
C -20.151 15.953 27.303 0.2725 0.0570 0.3827 -0.53
O -18.803 16.406 27.402 0.1608 -0.0695 0.1666 -0.40
C -18.632 17.563 28.183 -0.2758 0.9033 0.0771 -0.66
C -18.790 18.809 27.285 -0.1004 -1.0266 0.7353 -0.59
N -17.807 18.672 26.157 -0.0348 1.0882 -0.2433 0.00
H -16.938 19.001 26.585 0.3589 -0.7203 -0.2099 0.45
H -17.748 17.709 25.815 0.1146 -0.1320 0.3905 0.35
C -18.027 19.620 24.992 -0.6540 -0.5055 0.4388 -1.04
C -19.084 19.135 24.024 0.0848 -0.1082 0.4321 -0.27
O -18.661 17.963 23.341 0.2408 0.7971 -0.0406 0.15
C -19.548 17.706 22.277 -0.6858 -0.6780 -0.3642 -0.82
H -20.076 14.923 26.963 -0.2487 0.1135 -0.3488 0.21
H -20.734 16.607 26.644 0.0062 -0.2618 -0.2555 0.09
H -20.664 15.936 28.270 0.2470 0.0715 0.1177 0.44
H -17.660 17.620 28.676 0.1924 -0.5874 -0.2665 0.42
H -19.354 17.618 29.001 -0.1009 0.0256 -0.0717 0.42
H -18.517 19.699 27.850 -0.2313 0.1727 -0.1550 0.45
H -19.819 18.840 26.937 0.1419 0.3106 -0.4170 0.23
H -17.084 19.746 24.466 0.0692 0.1892 0.1897 0.38
H -18.387 20.521 25.487 0.3048 0.3334 -0.4296 0.45
H -19.258 19.996 23.370 -0.0677 -0.2421 -0.3097 0.42
H -20.027 18.908 24.538 -0.0353 0.1662 0.0382 0.22
H -19.601 18.491 21.515 0.2299 0.2700 0.2865 0.43
H -20.559 17.545 22.679 -0.0218 0.0661 -0.0951 0.24
H -19.275 16.794 21.747 0.2621 -0.0457 0.2464 -0.08
C -24.700 19.537 28.252 -0.8431 0.4610 0.1428 -0.78
O -24.680 18.332 27.472 0.7388 0.0398 0.1281 -0.41
C -23.505 18.192 26.735 -0.0448 -0.4730 -0.3225 -0.61
C -23.623 16.871 25.967 -0.6684 0.8410 -0.1111 -0.10
N -24.965 16.912 25.275 -0.3953 -0.5874 -0.5795 0.00
H -25.680 17.190 25.959 0.3594 0.2664 0.3313 0.49
H -24.989 17.649 24.568 0.1504 0.0396 0.0317 0.45
C -25.509 15.630 24.656 -0.1436 0.6046 -0.2307 -1.33
C -24.707 15.095 23.475 0.5909 0.0233 1.4827 0.39
O -23.446 14.743 24.029 0.3484 -0.1212 -0.4615 -0.09
C -22.530 14.231 23.042 0.0155 -0.2396 0.9337 -0.48
H -24.901 20.414 27.627 0.0044 -0.1675 -0.1573 0.34
H -23.784 19.744 28.808 0.0753 -0.4899 0.0168 0.31
H -25.542 19.407 28.927 0.1644 0.1631 0.1517 0.29
H -22.587 18.147 27.335 -0.1634 0.0472 0.2610 0.46
H -23.384 19.037 26.038 0.0156 -0.0566 -0.0893 0.40
H -23.668 15.990 26.600 0.2445 0.0724 0.1674 0.27
H -22.848 16.787 25.215 -0.0159 -0.2545 -0.0254 -0.03
H -26.523 15.896 24.353 -0.0177 -0.1687 -0.0571 0.48
H -25.575 14.920 25.478 0.1149 -0.1653 -0.1231 0.44
H -24.558 15.843 22.690 -0.3422 -0.0948 -0.1958 0.24
H -25.216 14.192 23.133 -0.0907 0.1886 -0.4414 -0.09
H -22.982 13.356 22.571 0.0282 0.1742 -0.4383 0.23
H -21.652 13.873 23.578 -0.0637 0.0225 0.1228 0.03
H -22.184 14.996 22.351 -0.3803 -0.0039 -0.2910 0.00
C -22.282 15.935 15.700 -0.2208 0.3506 0.3659 -0.48
O -22.779 14.986 16.631 0.0385 0.0337 -0.1905 -0.28
C -22.504 13.679 16.167 0.2201 -0.6068 -0.3125 0.45
C -23.279 12.692 16.993 0.1413 -0.5431 0.1579 -1.01
N -22.712 12.740 18.387 -0.7311 -0.8540 -0.2178 2.77
H -21.744 12.390 18.361 0.2503 0.6329 -0.3437 -1.20
H -22.779 13.713 18.686 0.4525 -0.0074 0.2763 -0.42
C -23.327 11.872 19.454 -0.8330 1.2919 0.3119 -0.13
C -24.815 12.140 19.570 -0.1969 -0.6448 -0.1593 -1.22
O -25.070 13.509 19.781 0.4596 -0.1326 -0.3506 0.04
C -26.437 13.817 19.572 -0.6077 0.6456 0.6253 -1.04
H -21.215 15.772 15.524 0.0066 -0.1513 -0.2631 -0.02
H -22.380 16.939 16.117 -0.1423 -0.1111 0.2349 0.06
H -22.879 15.911 14.788 0.2598 -0.1282 -0.2193 0.44
H -21.425 13.490 16.241 0.0031 -0.1011 -0.0529 -0.87
H -22.794 13.504 15.125 -0.0358 0.3414 -0.0479 0.78
H -23.195 11.652 16.672 0.2793 0.1180 -0.3279 0.57
H -24.334 12.956 16.925 0.0170 0.1162 0.6581 0.39
H -22.825 12.255 20.344 0.0676 -0.5368 0.1929 -0.08
H -23.178 10.811 19.276 0.4017 0.0707 -0.2164 0.44
H -25.225 11.529 20.384 0.1024 0.0373 0.1035 0.59
H -25.313 11.762 18.670 -0.0625 0.2125 -0.0739 0.52
H -26.799 13.650 18.555 0.2513 -0.2469 -0.0389 0.37
H -26.572 14.875 19.803 0.1538 -0.0080 -0.1206 0.29
H -27.070 13.278 20.286 0.0112 -0.2134 -0.2037 0.33
C -18.333 17.732 18.054 0.4498 0.2336 -0.0358 -0.31
O -18.197 17.221 16.731 -0.0059 0.0027 -0.2964 0.18
C -18.730 18.082 15.735 0.6353 0.4331 0.6180 -0.22
C -18.679 17.442 14.353 0.0720 0.1874 0.4153 -0.94
N -17.457 16.615 14.112 0.0568 -0.3386 -0.5000 0.39
H -17.488 15.715 14.612 -0.1232 0.0937 0.1936 -0.13
H -17.470 16.335 13.123 0.0224 -0.0847 0.0161 0.50
C -16.112 17.268 14.282 -0.2934 -0.1809 0.3842 -0.37
C -15.036 16.284 13.850 -0.1620 0.1840 0.6791 -0.64
O -15.442 15.691 12.654 0.3472 0.3912 -0.2229 -0.34
C -14.352 15.302 11.789 -0.2378 -0.5021 0.1480 -0.76
H -18.174 18.813 18.150 -0.1806 0.0718 -0.5493 0.56
H -17.508 17.332 18.639 -0.3164 -0.4245 0.1655 -0.05
H -19.316 17.483 18.459 0.0537 -0.1484 0.1422 -0.34
H -18.149 19.013 15.726 0.0505 -0.0201 -0.0030 0.49
H -19.743 18.374 16.031 -0.1994 -0.1346 -0.4527 0.08
H -18.630 18.237 13.610 -0.3296 -0.0170 -0.0704 0.43
H -19.551 16.814 14.192 0.1089 -0.1355 -0.2306 0.36
H -16.006 17.503 15.339 0.0432 0.2184 -0.0669 0.18
H -16.114 18.169 13.671 0.0167 0.0075 -0.0055 0.49
H -14.891 15.531 14.641 -0.0636 -0.0942 -0.0408 0.26
H -14.106 16.861 13.827 0.0806 -0.1464 -0.4708 0.51
H -13.550 16.037 11.794 -0.1150 0.1435 -0.1068 0.36
H -14.776 15.167 10.799 0.0921 0.1398 -0.0530 0.30
H -13.953 14.342 12.128 0.0803 0.0388 0.0012 0.25
B -20.699 10.053 16.541 -0.5996 -1.1200 -0.9262 -0.07
F -20.388 10.969 17.563 -0.0993 0.6815 0.5816 0.09
F -19.797 8.969 16.669 0.3733 0.2954 0.1672 -0.44
F -22.005 9.575 16.658 0.1396 0.4448 0.4576 -0.37
F -20.544 10.671 15.298 0.1808 0.2478 0.1349 -0.35
B -19.926 14.088 20.190 -0.8979 -1.0717 0.3352 0.24
F -18.991 15.046 19.740 0.0574 0.1365 0.3856 -0.44
F -21.229 14.621 20.243 0.1664 0.2224 -0.5530 -0.12
F -19.874 12.983 19.320 -0.0562 0.3428 0.0192 -0.59
F -19.675 13.615 21.502 0.7971 0.5358 -0.2396 -0.10

2.
18
Properties=species:S:1:pos:R:3:forces:R:3:mulliken_charge:R:1 method="wB97M-V/def2-TZVPD" gap_ev=8.1541 e_above_lowest_kj_mol=133.00 charge=-1 e_homo_ev=-5.1707
O 1.138 -1.846 1.189 -0.6281 0.1449 0.4875 -0.69
C 1.503 -1.605 0.033 -1.5327 2.7600 2.9927 0.60
O 2.162 -2.251 -0.708 2.0323 -1.6470 -3.6082 -0.70
C 1.143 -0.068 -0.434 -5.0594 -0.7404 -1.7059 0.45
O 1.406 0.190 -1.821 0.3441 -0.5768 1.3778 -0.62
C -0.714 0.178 -0.268 4.6293 0.2406 -0.1423 -0.08
C -1.374 -0.089 0.894 2.5816 -1.6488 -0.5553 -0.24
C -2.753 -0.020 0.712 -0.1889 0.8185 -0.9217 -0.58
C -3.090 0.555 -0.481 2.4370 -0.5455 -0.3482 -0.53
S -1.675 0.794 -1.588 -0.7789 -0.6626 2.7736 -0.14
C 1.869 0.935 0.360 0.5409 2.5322 1.5722 0.76
F 1.648 0.999 1.717 -0.5300 -0.0969 -1.5399 -0.25
F 1.679 2.266 -0.116 0.1992 -1.9682 0.7279 -0.31
F 3.177 0.683 0.269 0.5228 0.2415 -0.3769 -0.27
H 2.010 -0.543 -2.045 -0.2058 -0.1034 -0.0517 0.36
H -0.753 -0.606 1.674 -1.0097 0.6430 -0.5752 0.36
H -3.385 -0.503 1.406 -1.1227 0.2179 0.6770 0.37
H -3.989 0.932 -0.795 -2.2309 0.3909 -0.7834 0.51

Largest force on an atom / eV Å⁻¹: 2.3; 5.4